1.
Formula: C10H16
Source: the OMol25 dataset
Level of theory: the ωB97M-V functional and the def2-TZVPD basis

```
26
Properties=species:S:1:pos:R:3:forces:R:3
C 2.6956 -0.8802 -2.1528 0.5 0.1 -1.9
C 2.0199 -0.4060 -0.8781 0.8 1.6 -0.5
C 1.6439 0.9647 -0.7257 1.2 -1.0 -0.9
C 1.1459 1.3684 0.4926 0.9 -0.4 1.0
C 1.2068 0.4492 1.5674 -1.8 1.6 0.6
C 1.4947 -0.8696 1.4314 -0.1 -1.3 1.9
C 1.9627 -1.2641 0.2055 -0.4 -1.2 -1.5
H 3.7026 -1.2153 -2.0480 1.0 -0.3 1.3
H 2.9755 -0.1117 -2.9628 -1.5 -0.7 1.1
H 2.3060 -1.8173 -2.6258 -0.6 1.1 0.3
H 1.9759 1.6533 -1.5390 -1.0 -0.4 0.7
H 0.8427 2.3892 0.6829 0.0 0.0 0.0
H 0.8594 0.7142 2.5671 0.0 0.5 -0.3
H 1.3055 -1.5304 2.3759 0.8 1.0 -2.2
H 2.1932 -2.2810 -0.0762 0.2 -0.4 0.6
C -2.6677 -1.0642 0.4018 0.0 -0.7 2.6
C -2.2503 0.3071 0.0083 3.8 -0.5 -4.6
C -2.7658 1.5921 0.5910 -1.6 0.0 0.3
H -2.0379 -1.5109 1.1857 0.7 0.1 -0.4
H -2.7459 -1.7906 -0.3774 -0.1 -0.2 -0.6
H -3.5496 -1.1048 1.0120 -1.3 0.3 -0.3
H -1.0872 0.2960 -0.0889 -1.7 0.2 1.3
H -2.2458 0.2319 -1.1885 -1.1 1.0 2.1
H -3.7642 1.8315 0.2383 -0.5 -0.4 -0.4
H -2.9748 1.5890 1.6867 1.0 0.0 -0.6
H -2.2410 2.4594 0.2164 0.7 0.1 0.5
```
Forces are in eV/Å.

Output
Charge   0
2S+1   1
Gap between HOMO and LUMO   9.92 eV
SMILES string   Cc1ccccc1.CCC
Energy relative to the best compared isomer or geometry (same formula, charge and spin)   2.109 eV
E   -10627.6348 eV

---

2.
Formula: C4H6O2
Source: the OMol25 dataset
Level of theory: the ωB97M-V functional and the def2-TZVPD basis

```
12
Properties=species:S:1:pos:R:3:forces:R:3
O 0.1842 -2.0677 0.3277 0.6 0.6 0.8
C -0.1804 -0.8714 -0.2038 0.1 1.1 0.5
C -1.2297 -0.0117 0.3205 -0.6 0.2 -0.2
C 0.1952 0.4720 0.5611 -0.4 0.5 -0.4
C 0.7945 0.7934 -0.7845 0.1 0.6 -0.4
O 0.3902 -0.4605 -1.3945 -0.1 0.1 -0.3
H -1.8604 0.5568 -0.3469 -0.3 0.0 -0.1
H -1.6912 -0.4337 1.2102 0.0 0.2 -0.1
H 0.4799 0.9474 1.5083 0.1 -0.8 -0.3
H 0.6872 -1.4123 0.9008 0.6 -2.8 0.7
H 1.8871 0.8539 -0.7900 -0.2 0.1 0.0
H 0.3434 1.6337 -1.3087 0.1 0.2 -0.2
```
Forces are in eV/Å.

Output
Charge   0
2S+1   1
Gap between HOMO and LUMO   10.17 eV
Energy relative to the best compared isomer or geometry (same formula, charge and spin)   4.004 eV
E   -8336.4569 eV

---

3.
Formula: C22H44Br2O8
Source: the OMol25 dataset
Level of theory: the ωB97M-V functional and the def2-TZVPD basis

```
76
Properties=species:S:1:pos:R:3:forces:R:3
C -7.4368 13.6920 -1.4540 0.5 -1.3 -0.4
C -7.8800 14.1942 -0.1374 -2.4 -1.7 -0.1
O -7.2288 15.3350 0.2163 1.6 2.1 1.2
C -7.8456 16.3235 0.8639 -5.0 0.8 -1.1
C -6.9504 17.3849 1.3782 0.4 0.6 -0.3
O -9.1078 16.4758 0.8184 4.2 -0.9 0.6
H -7.9921 14.0080 -2.3371 0.3 0.7 0.2
H -7.6592 12.6255 -1.4199 0.3 -0.3 -0.1
H -6.3540 13.8086 -1.5004 0.0 0.0 -0.6
H -8.9629 14.3058 -0.1916 -0.1 0.4 0.4
H -7.6979 13.4409 0.6291 0.2 0.0 0.1
H -6.1978 17.5445 0.6060 0.2 0.1 0.1
H -6.4229 17.1905 2.3120 -0.2 -0.3 0.0
H -7.5527 18.2890 1.4668 0.1 -0.1 0.2
C -19.9903 22.0660 1.9922 -0.5 0.3 0.2
C -19.0896 20.9874 2.5250 -0.2 0.8 0.6
O -19.8246 19.7409 2.6054 0.0 2.6 -0.3
C -19.1656 18.6397 2.5859 3.0 -3.5 -1.2
C -20.1026 17.4915 2.9463 0.4 0.8 0.3
O -17.9834 18.4494 2.2115 -3.0 1.1 1.3
H -20.7808 22.3642 2.6808 0.0 -0.2 0.2
H -20.4994 21.7618 1.0776 0.3 0.1 -0.2
H -19.3758 22.9522 1.8334 -0.1 0.0 -0.3
H -18.1591 21.0420 1.9600 -0.2 -1.2 -0.2
H -18.8298 21.2087 3.5602 0.1 0.1 0.0
H -19.5271 16.7725 3.5294 -0.2 -0.4 -0.6
H -20.5235 17.1651 1.9953 0.2 -0.6 0.2
H -20.9367 17.8507 3.5491 0.1 0.1 0.0
C -15.2079 14.5165 -4.9400 0.0 0.0 0.5
C -15.7329 15.1121 -3.6251 1.2 -0.4 -0.1
C -14.9811 16.4076 -3.1619 -1.6 -0.5 0.2
O -16.5255 14.4927 -2.9476 0.4 1.0 -0.3
H -15.8419 13.7091 -5.3064 -0.1 0.2 0.0
H -14.2554 14.0721 -4.6513 0.2 -0.2 0.1
H -14.9401 15.2293 -5.7199 -0.4 0.1 0.1
H -14.8137 17.0805 -4.0029 0.2 -0.1 0.1
H -14.0684 16.2276 -2.5938 0.1 -0.4 -0.4
H -15.6541 16.8869 -2.4510 0.0 0.2 0.0
C -13.6867 6.6703 -5.0475 -0.4 0.1 -0.1
C -14.9392 6.5260 -5.8888 -2.1 1.4 -0.9
C -15.1469 5.1285 -6.4914 -0.7 1.0 0.3
O -15.7513 7.4453 -6.1145 2.2 -2.0 0.8
H -13.6364 7.6298 -4.5327 0.1 0.1 -0.5
H -12.8983 6.4851 -5.7770 0.4 0.4 0.2
H -13.5540 5.9137 -4.2742 -0.3 -0.3 -0.2
H -14.3580 4.8392 -7.1858 0.3 -0.2 0.6
H -16.0784 5.0673 -7.0541 0.0 0.3 0.1
H -15.2712 4.5296 -5.5892 0.4 -0.7 -0.3
C -12.3200 21.3992 1.4156 -0.5 -0.3 -0.3
C -11.1245 22.1654 0.9522 0.6 0.1 0.5
C -10.5096 21.7760 -0.3856 0.1 0.4 0.2
O -10.6009 22.9651 1.7083 -0.2 -0.3 -0.9
H -12.8404 20.8670 0.6193 0.0 0.1 -0.1
H -13.0250 22.0361 1.9500 0.2 -0.1 0.1
H -11.9118 20.6337 2.0755 -0.2 0.0 0.3
H -9.4276 21.7983 -0.2553 0.0 -0.1 -0.2
H -10.7716 22.5239 -1.1340 0.0 0.2 0.0
H -10.8594 20.8220 -0.7799 0.1 0.0 0.3
C -21.9626 20.5977 -3.5831 -1.2 0.9 0.6
C -21.3655 19.2698 -3.7762 2.5 -0.5 -2.1
C -21.7820 18.0939 -2.9682 -0.1 -0.7 0.7
O -20.5104 19.1556 -4.6654 -1.2 -0.2 1.4
H -21.2038 21.3240 -3.2919 0.0 -0.1 0.1
H -22.7656 20.5761 -2.8464 0.1 0.1 0.2
H -22.4063 20.9733 -4.5051 0.2 -0.2 -0.2
H -21.7988 18.2242 -1.8862 0.0 0.6 0.1
H -21.1287 17.2331 -3.1103 -0.1 0.1 -0.5
H -22.8134 17.8555 -3.2278 -0.1 -0.2 -0.1
Br -20.4196 9.9814 0.8514 0.1 -0.4 -1.6
C -20.1673 9.2609 -1.0528 -0.8 0.6 0.5
C -18.9789 8.3897 -1.1639 0.8 -0.4 1.1
Br -19.2179 6.8786 0.1074 0.3 0.1 -0.7
H -20.0722 10.1402 -1.6900 0.0 0.0 0.2
H -21.0585 8.6976 -1.3293 -0.1 0.3 0.3
H -18.0838 8.9192 -0.8374 0.0 -0.2 -0.1
H -18.8216 7.9764 -2.1601 -0.2 0.0 0.1
```
Forces are in eV/Å.

Output
Charge   0
2S+1   1
Gap between HOMO and LUMO   9.92 eV
SMILES string   CCOC(C)=O.CCOC(C)=O.CC(C)=O.CC(C)=O.CC(C)=O.CC(C)=O.BrCCBr
Energy relative to the best compared isomer or geometry (same formula, charge and spin)   2.540 eV
E   -179990.7106 eV